(1)
Below is a structure of composition C32H51B2BaF4N5O5Si2, with properties calculated with the ωB97M-V functional and the def2-TZVPD basis.

Last column: Mulliken charge in e.
Positions of all 102 atoms, in Å:
Ba (-0.41472, -0.28715, -0.73876)  0.136
C (2.16239, -2.22556, 3.29955)  -2.201
C (1.47958, -1.99391, 1.99459)  0.450
N (1.50219, -0.95813, 1.24973)  1.266
O (2.17313, 0.19321, 1.81938)  0.369
B (1.14940, 1.01455, 2.93832)  0.551
F (0.77775, 0.00402, 3.78796)  -0.296
F (2.03510, 1.90903, 3.45397)  -0.226
O (0.05796, 1.65296, 2.28290)  -0.801
N (-0.88125, 0.73116, 1.80791)  1.313
C (-1.87676, 0.47974, 2.55554)  0.213
C (-2.17355, 1.13179, 3.86425)  -2.093
C (-2.76812, -0.63389, 2.07801)  -0.223
N (-2.37417, -1.24018, 1.02980)  1.275
O (-3.06997, -2.33907, 0.68326)  -0.508
B (-2.36900, -3.18561, -0.35708)  0.286
F (-3.17622, -4.24810, -0.62821)  -0.338
F (-2.08827, -2.40922, -1.50176)  -0.074
O (-1.08532, -3.75866, 0.19833)  -0.525
N (-0.14035, -2.84186, 0.48136)  0.645
C (0.55807, -3.09848, 1.52708)  -0.230
C (0.36758, -4.33500, 2.34893)  -1.892
C (-3.95614, -1.03362, 2.89213)  -1.900
H (2.80728, -1.40004, 3.58336)  0.282
H (2.75119, -3.14048, 3.22446)  0.538
H (1.41470, -2.37332, 4.07770)  0.349
H (-1.44858, 1.90960, 4.07853)  0.389
H (-2.15795, 0.39284, 4.66719)  0.290
H (-3.17433, 1.56300, 3.83132)  0.487
H (-0.01236, -5.13135, 1.71628)  0.502
H (-0.37487, -4.15937, 3.13270)  0.301
H (1.29029, -4.65844, 2.82414)  0.454
H (-4.53580, -0.15573, 3.17833)  0.383
H (-3.64789, -1.54111, 3.80982)  0.276
H (-4.58089, -1.71122, 2.31840)  0.495
C (1.39052, -0.15648, -5.49561)  -1.315
Si (-0.05881, -0.70472, -4.38696)  0.288
C (0.55218, -2.20629, -3.39181)  -0.423
C (-1.41184, -1.39638, -5.51393)  -1.212
N (-0.59217, 0.48895, -3.27667)  1.040
C (-1.31964, 1.56304, -3.70773)  -0.405
C (-1.38431, 2.03808, -5.03479)  -0.116
C (-2.17218, 3.11628, -5.41121)  -1.021
C (-2.93699, 3.80223, -4.48414)  -0.849
C (-2.88925, 3.39860, -3.15095)  -0.767
C (-2.10023, 2.32578, -2.79884)  -0.122
O (-1.98286, 1.92371, -1.45489)  0.753
C (-2.97406, 2.24804, -0.54490)  -0.204
C (-2.70501, 3.20757, 0.41876)  -0.266
C (-3.64586, 3.44831, 1.41080)  -0.715
C (-4.83708, 2.73653, 1.43173)  -0.555
C (-5.09383, 1.78258, 0.45572)  -0.750
C (-4.16301, 1.53264, -0.54133)  0.186
H (2.04889, -0.99574, -5.73757)  0.401
H (1.99242, 0.61336, -5.00481)  0.299
H (1.04390, 0.25933, -6.44530)  0.405
H (1.18436, -2.82529, -4.03371)  0.508
H (-0.29167, -2.82011, -3.06885)  0.199
H (1.16520, -1.99792, -2.50328)  -0.203
H (-1.00663, -2.20133, -6.13420)  0.363
H (-1.84061, -0.64630, -6.18074)  0.358
H (-2.22405, -1.81598, -4.91516)  0.270
H (-0.79262, 1.53942, -5.79349)  0.267
H (-2.18188, 3.42042, -6.45109)  0.397
H (-3.55460, 4.64006, -4.77746)  0.393
H (-3.46258, 3.91984, -2.39418)  0.468
H (-1.76211, 3.73799, 0.38798)  0.516
H (-3.44597, 4.19614, 2.16813)  0.412
H (-5.57067, 2.93092, 2.20440)  0.446
H (-6.02271, 1.22648, 0.47004)  0.422
H (-4.33814, 0.78811, -1.30827)  0.593
C (4.83023, 0.38313, 2.45961)  -1.608
Si (3.60289, 0.65199, 1.06187)  0.092
C (3.53239, 2.48996, 0.51628)  2.965
C (4.59277, 2.79334, -0.55901)  -2.278
C (3.87335, 3.43428, 1.67642)  -1.906
C (2.16522, 2.85634, -0.06665)  -1.793
C (3.94651, -0.55608, -0.39034)  2.511
C (3.77951, -2.05695, -0.12161)  -2.051
C (3.21738, -0.18123, -1.68112)  -1.200
C (5.46578, -0.38685, -0.65601)  -2.077
H (5.83037, 0.75100, 2.22012)  0.360
H (4.91718, -0.67170, 2.72676)  0.353
H (4.47447, 0.92432, 3.33825)  0.389
H (5.60668, 2.59693, -0.20414)  0.459
H (4.53891, 3.86171, -0.78191)  0.559
H (4.44097, 2.26200, -1.49953)  0.349
H (4.87410, 3.23322, 2.06531)  0.373
H (3.16872, 3.38759, 2.49167)  0.278
H (3.87650, 4.45783, 1.28960)  0.530
H (1.93061, 2.26146, -0.95420)  0.152
H (2.17287, 3.90366, -0.38379)  0.636
H (1.35642, 2.74295, 0.65388)  0.211
H (2.74210, -2.38029, -0.11284)  0.348
H (4.24366, -2.36369, 0.82017)  0.294
H (4.28405, -2.60152, -0.92461)  0.623
H (2.12586, -0.24059, -1.60187)  -0.278
H (3.50181, -0.87474, -2.47932)  0.618
H (3.44795, 0.82489, -2.02722)  -0.171
H (6.06451, -0.72521, 0.19134)  0.375
H (5.75096, 0.63457, -0.90078)  0.380
H (5.73544, -1.01017, -1.51414)  0.507

Calculated values
net charge = 0
ΔE to the lowest compared entry with this formula, charge and spin = 67.12 kJ/mol
HOMO energy = -6.52 eV
LUMO = -0.668 eV
gap between HOMO and LUMO = 0.2151 Ha

---

(2)
Below is an isolated molecule of C4H8O2, with properties calculated with the ωB97M-V functional and the def2-TZVPD basis.

Last column: Mulliken charge in e.
Positions of all 14 atoms, in Å:
C (-0.44551, -1.58972, 0.45559)  -1.239
C (-0.66471, -0.51228, -0.59168)  0.085
O (-1.76767, 0.27016, -0.28038)  -0.414
C (-0.54121, 0.97162, -0.40527)  -0.176
C (0.84369, 0.77394, 0.33273)  -0.200
O (1.60119, 1.85116, -0.11217)  -0.528
H (-0.57093, -1.24188, 1.48852)  0.312
H (0.50733, -2.12343, 0.37503)  0.387
H (-1.25335, -2.29854, 0.25510)  0.337
H (-0.35821, -0.75086, -1.60086)  0.374
H (-0.50120, 1.50879, -1.36250)  0.266
H (1.46084, -0.10970, 0.02461)  0.208
H (0.69927, 0.66600, 1.40945)  0.242
H (0.99048, 2.58475, 0.01186)  0.345

Calculated values
net charge = 0
ΔE to the lowest compared entry with this formula, charge and spin = 435.72 kJ/mol
SMILES = C[C@H]1O[C@H]1CO
HOMO energy = -8.93 eV
LUMO = 0.939 eV
gap between HOMO and LUMO = 0.3626 Ha

---

(3)
Below is a cluster of 5 separate species, C21H53N3O7 in total, with properties calculated with the ωB97M-V functional and the def2-TZVPD basis.

Last column: Mulliken charge in e.
Positions of all 84 atoms, in Å:
C (6.78537, 10.06950, -2.38756)  -1.316
C (7.16094, 8.55934, -2.61978)  0.760
C (6.32434, 7.52271, -2.00505)  -0.815
O (6.08928, 7.62755, -0.62355)  -0.316
C (5.14056, 6.71190, -0.10026)  -0.793
N (7.29010, 8.35507, -4.05226)  -0.747
H (6.75557, 10.36811, -1.33969)  0.306
H (5.86083, 10.27742, -2.92617)  0.332
H (7.52205, 10.68960, -2.89833)  0.355
H (8.17413, 8.37981, -2.26016)  0.166
H (6.76931, 6.59294, -2.35950)  0.302
H (5.37537, 7.42961, -2.53314)  0.387
H (4.15923, 6.68092, -0.57367)  0.342
H (4.83470, 7.15105, 0.84931)  0.279
H (5.49726, 5.68192, -0.09686)  0.299
H (8.14876, 8.67623, -4.47612)  0.239
H (7.30292, 7.37444, -4.29371)  0.220
C (-6.01155, -4.73924, -0.87880)  -1.392
C (-6.77185, -3.48598, -1.36545)  0.405
C (-6.45164, -2.22996, -0.57692)  -0.702
O (-6.92155, -2.52079, 0.77276)  -0.330
C (-7.78583, -1.54519, 1.34644)  -0.694
N (-6.37656, -3.35709, -2.72447)  -0.746
H (-6.18641, -5.60720, -1.51455)  0.441
H (-6.31244, -5.06980, 0.11534)  0.303
H (-4.96305, -4.46856, -0.75435)  0.345
H (-7.85136, -3.62311, -1.42828)  0.222
H (-7.02979, -1.39076, -0.96369)  0.432
H (-5.43117, -1.85535, -0.65702)  0.311
H (-7.83650, -1.54417, 2.43526)  0.240
H (-8.81251, -1.68418, 1.00777)  0.277
H (-7.41983, -0.56292, 1.04760)  0.319
H (-6.52807, -4.24321, -3.18484)  0.264
H (-5.37304, -3.25665, -2.67011)  0.305
C (-4.96347, 3.84539, -4.30548)  -0.445
C (-5.19795, 2.68983, -5.20800)  -0.287
O (-5.22268, 3.07292, -6.64597)  -0.528
O (-3.52983, 3.90492, -4.14754)  -0.518
H (-5.40299, 3.60740, -3.33683)  0.276
H (-5.43829, 4.78492, -4.58819)  0.297
H (-6.16012, 2.24328, -4.95717)  0.319
H (-4.48706, 1.88963, -5.00207)  0.287
H (-5.29793, 2.30931, -7.22290)  0.289
H (-3.24965, 4.45157, -4.88529)  0.308
C (-1.79577, 3.25153, 2.41977)  -0.250
C (-1.01134, 2.62526, 1.19130)  -0.560
O (-1.87519, 1.88165, 0.29704)  -0.474
O (-2.64722, 4.33985, 2.19300)  -0.491
H (-1.06410, 3.60827, 3.14467)  0.275
H (-2.37414, 2.53785, 3.00649)  0.246
H (-0.11398, 2.08210, 1.48762)  0.358
H (-0.61816, 3.52706, 0.72196)  0.319
H (-2.26830, 2.55717, -0.26040)  0.293
H (-2.96384, 4.40819, 1.28929)  0.286
C (1.32003, -6.17633, 0.52927)  -2.105
C (1.82885, -5.11998, 1.45762)  1.446
C (0.60177, -4.65615, 2.24263)  -1.088
C (0.95460, -3.71310, 3.43076)  -0.698
C (1.74876, -4.62120, 4.43773)  -0.999
C (2.97513, -5.23610, 3.68397)  1.338
N (2.70402, -5.83354, 2.37959)  0.493
O (3.71066, -6.60480, 1.83710)  -0.465
C (3.96588, -4.03994, 3.60928)  -1.931
C (3.71788, -6.35247, 4.56823)  -1.820
C (2.48508, -4.00673, 0.64098)  -1.624
H (2.21814, -6.51869, 0.01519)  0.529
H (0.68727, -5.84946, -0.29588)  0.371
H (0.83181, -6.95170, 1.11966)  0.396
H (-0.06454, -4.01933, 1.66075)  0.441
H (0.10363, -5.50397, 2.71291)  0.367
H (0.06593, -3.34602, 3.94421)  0.398
H (1.46597, -2.81759, 3.07769)  0.325
H (1.13129, -5.41779, 4.85280)  0.381
H (2.05790, -3.89621, 5.19068)  0.363
H (4.74552, -4.30105, 2.89368)  0.412
H (3.53004, -3.10874, 3.24731)  0.335
H (4.39440, -3.83115, 4.58953)  0.464
H (4.67264, -6.65446, 4.13774)  0.426
H (3.91721, -6.02985, 5.59012)  0.407
H (3.21972, -7.30569, 4.74519)  0.419
H (3.02204, -4.42902, -0.20840)  0.411
H (3.34412, -3.50416, 1.08548)  0.345
H (1.80297, -3.26046, 0.23366)  0.305
H (3.39608, -7.47602, 2.08934)  0.360

Calculated values
net charge = 0
ΔE to the lowest compared entry with this formula, charge and spin = 156.08 kJ/mol
SMILES = CC1(C)CCCC(C)(C)N1O.COC[C@H](C)N.COC[C@H](C)N.OCCO.OCCO
HOMO energy = -8.09 eV
LUMO = 0.266 eV
gap between HOMO and LUMO = 0.3073 Ha

---

(4)
Below is a structure of composition C6H16N4O10P2Pt, with properties calculated with the ωB97M-V functional and the def2-TZVPD basis.

Last column: Mulliken charge in e.
Positions of all 39 atoms, in Å:
Pt (-0.22236, 0.12381, -0.98461)  0.951
C (1.36124, 2.87991, 2.26707)  -1.761
C (0.83325, 2.03832, 1.11048)  0.983
O (-0.30615, 1.30711, 1.52536)  -0.505
P (2.17534, 0.92988, 0.44935)  0.972
O (2.59280, 0.01871, 1.65111)  -0.633
O (3.42292, 1.89205, 0.31202)  -0.525
O (1.88692, 0.14304, -0.81580)  -0.794
P (0.19131, 3.05453, -0.29760)  0.677
O (1.40404, 4.11037, -0.48281)  -0.496
O (-1.08733, 3.70927, 0.04924)  -0.773
O (0.22088, 2.13252, -1.51624)  -0.772
H (1.60868, 2.23067, 3.10833)  0.461
H (0.57152, 3.56747, 2.57043)  0.459
H (2.24672, 3.44852, 1.99398)  0.354
H (-0.09843, 0.68165, 2.25003)  0.399
H (1.92742, -0.72994, 1.68642)  0.569
H (3.29510, 2.56509, -0.37393)  0.361
H (1.06364, 5.01333, -0.45045)  0.340
N (-2.16331, 0.78641, -0.83756)  -0.677
H (-2.72859, 0.23846, -0.19598)  0.349
H (-2.63385, 0.86978, -1.73247)  0.349
H (-2.05301, 1.73435, -0.45599)  0.285
O (-1.47581, -2.28658, 1.47946)  -0.659
N (-0.51067, -1.63970, 1.88828)  1.014
O (-0.49634, -1.11096, 3.01142)  -0.755
O (0.49709, -1.48690, 1.13053)  -0.568
C (-2.76074, -2.42447, -1.46807)  -1.400
C (-1.31129, -2.73240, -1.54287)  0.710
N (-0.32596, -1.87130, -1.74634)  -0.135
C (0.85205, -2.59948, -1.71246)  -0.335
C (0.56334, -3.90607, -1.53832)  -0.543
N (-0.81194, -3.97322, -1.43991)  -0.026
H (-2.93121, -1.42344, -1.85070)  0.235
H (-3.10076, -2.47710, -0.43310)  0.293
H (-3.33971, -3.12538, -2.06928)  0.449
H (1.80473, -2.11351, -1.82084)  0.521
H (1.19033, -4.77503, -1.46550)  0.424
H (-1.35186, -4.79975, -1.25266)  0.201

Calculated values
net charge = 0
ΔE to the lowest compared entry with this formula, charge and spin = 134.70 kJ/mol
HOMO energy = -8.98 eV
LUMO = -0.223 eV
gap between HOMO and LUMO = 0.3218 Ha